Record 1
Below is a cluster of 6 separate species, C28H51ClF3IN3O17 in total at a distorted geometry, with properties calculated with ωB97M-V/def2-TZVPD.

Values from the calculation:
energy relative to the best compared isomer or geometry (same formula, charge and spin)	0.745	eV
DFT total energy	-3598.1479	Ha
charge	+1
gap between HOMO and LUMO	7.783	eV
HOMO level	-12.0	eV

Each atom is followed by the atoms it is bonded to, with distances in Å.
Cartesian coordinates (Å):
1 C -1.22556 -0.95461 -1.93459  N2 1.491, H19 1.085, H20 1.090, H21 1.084
2 N -1.16228 -0.21344 -3.22666  C1 1.491, C3 1.356, C12 1.479
3 C -2.39485 -0.01965 -3.75716  N2 1.356, N4 1.318, N5 1.376
4 N -3.19892 0.97494 -3.43928  C3 1.318, H22 1.014, H23 1.011
5 N -2.75520 -0.94527 -4.70917  C3 1.376, C6 1.515, H24 1.022
6 C -1.43050 -1.29900 -5.35318  N5 1.515, Cl7 1.805, C8 1.549, C12 1.525
7 Cl -1.44884 -0.48627 -6.96490  C6 1.805
8 C -1.53044 -2.81026 -5.67738  C6 1.549, C9 1.519, H25 1.086, H26 1.088
9 C -0.48296 -3.27464 -6.67492  C8 1.519, O10 1.135, I11 2.168
10 O -0.63886 -3.38288 -7.79395  C9 1.135
11 I 1.46230 -3.74260 -5.83905  C9 2.168
12 C -0.40014 -0.85358 -4.32070  N2 1.479, C6 1.525, C13 1.552, H27 1.093
13 C 0.91105 -0.16848 -4.78865  C12 1.552, O14 1.426, H28 1.081, H29 1.089
14 O 0.98895 1.21226 -4.43953  C13 1.426, C15 1.322
15 C 0.46731 2.04178 -5.32652  O14 1.322, F16 1.312, F17 1.288, F18 1.328
16 F 0.73445 3.25764 -4.91366  C15 1.312
17 F 0.94256 1.91304 -6.51664  C15 1.288
18 F -0.85392 1.93594 -5.40062  C15 1.328
19 H -0.77414 -1.93915 -1.99489  C1 1.085
20 H -2.26918 -1.08598 -1.65055  C1 1.090
21 H -0.76017 -0.35840 -1.15826  C1 1.084
22 H -2.80637 1.90699 -3.36016  N4 1.014
23 H -4.17775 0.78143 -3.27566  N4 1.011
24 H -3.22893 -0.36077 -5.40141  N5 1.022
25 H -2.51998 -2.97458 -6.09402  C8 1.086
26 H -1.49301 -3.40771 -4.76847  C8 1.088
27 H -0.02936 -1.81300 -3.95147  C12 1.093
28 H 1.72378 -0.65731 -4.26892  C13 1.081
29 H 1.06246 -0.38036 -5.84622  C13 1.089
30 C -3.70622 7.23865 0.10382  C31 1.514, H37 1.091, H38 1.089, H39 1.090
31 C -3.48794 5.81630 0.57349  C30 1.514, O32 1.443, H40 1.088, H41 1.090
32 O -3.46771 4.89434 -0.53598  C31 1.443, C33 1.326
33 C -2.33222 4.84538 -1.21873  O32 1.326, O34 1.201, O35 1.345
34 O -1.33317 5.47351 -0.99444  C33 1.201
35 O -2.48928 3.96958 -2.22756  C33 1.345, C36 1.431
36 C -1.35858 3.86547 -3.09919  O35 1.431, H42 1.088, H43 1.089, H44 1.076
37 H -4.60200 7.30294 -0.51561  C30 1.091
38 H -3.81627 7.90841 0.95576  C30 1.089
39 H -2.86870 7.58652 -0.50106  C30 1.090
40 H -4.31450 5.50427 1.20856  C31 1.088
41 H -2.57364 5.72370 1.16039  C31 1.090
42 H -0.44347 3.66358 -2.54622  C36 1.088
43 H -1.25194 4.77213 -3.69212  C36 1.089
44 H -1.55443 3.04004 -3.76134  C36 1.076
45 C 1.63579 4.99125 0.94482  C46 1.514, H52 1.093, H53 1.091, H54 1.090
46 C 0.87195 6.26795 1.22784  C45 1.514, O47 1.435, H55 1.087, H56 1.090
47 O 0.32182 6.25635 2.55333  C46 1.435, C48 1.336
48 C 1.17548 6.54528 3.53937  O47 1.336, O49 1.203, O50 1.336
49 O 2.33733 6.82896 3.41365  C48 1.203
50 O 0.51211 6.44242 4.69413  C48 1.336, C51 1.430
51 C 1.32658 6.64538 5.85169  O50 1.430, H57 1.088, H58 1.089, H59 1.087
52 H 1.00624 4.12019 1.14147  C45 1.093
53 H 1.96455 4.96502 -0.09465  C45 1.091
54 H 2.51335 4.90734 1.58646  C45 1.090
55 H 0.02894 6.34736 0.54672  C46 1.087
56 H 1.49748 7.14816 1.07761  C46 1.090
57 H 1.87267 7.58400 5.78851  C51 1.088
58 H 2.01649 5.81052 5.97009  C51 1.089
59 H 0.66790 6.68042 6.71567  C51 1.087
60 C 0.21074 3.27516 5.65469  C61 1.513, H67 1.091, H68 1.090, H69 1.090
61 C 0.41846 1.85270 6.12806  C60 1.513, O62 1.437, H70 1.089, H71 1.090
62 O 0.46295 0.93974 5.01888  C61 1.437, C63 1.333
63 C 1.62146 0.89692 4.36016  O62 1.333, O64 1.202, O65 1.340
64 O 2.61180 1.52623 4.61950  C63 1.202
65 O 1.48836 0.03256 3.34445  C63 1.340, C66 1.428
66 C 2.64306 -0.05783 2.50834  O65 1.428, H72 1.088, H73 1.090, H74 1.087
67 H -0.67059 3.34055 5.01484  C60 1.091
68 H 0.08261 3.94833 6.50196  C60 1.090
69 H 1.05981 3.62171 5.06526  C60 1.090
70 H -0.42238 1.54200 6.74626  C61 1.089
71 H 1.31949 1.75905 6.73417  C61 1.090
72 H 3.53779 -0.26099 3.09254  C66 1.088
73 H 2.76516 0.86254 1.93732  C66 1.090
74 H 2.47587 -0.88360 1.82082  C66 1.087
75 C -1.06975 -2.29929 5.27684  C76 1.514, H82 1.092, H83 1.091, H84 1.090
76 C -1.38740 -1.37635 6.43417  C75 1.514, O77 1.433, H85 1.089, H86 1.090
77 O -2.23965 -2.01592 7.39270  C76 1.433, C78 1.336
78 C -1.62960 -2.85945 8.22935  O77 1.336, O79 1.204, O80 1.334
79 O -0.45074 -3.10328 8.25504  C78 1.204
80 O -2.55695 -3.38997 9.02845  C78 1.334, C81 1.430
81 C -2.05570 -4.37295 9.93775  O80 1.430, H87 1.088, H88 1.089, H89 1.087
82 H -1.99026 -2.68603 4.83533  C75 1.092
83 H -0.50198 -1.76901 4.51151  C75 1.091
84 H -0.48512 -3.15711 5.60944  C75 1.090
85 H -1.93391 -0.50727 6.07027  C76 1.089
86 H -0.47875 -1.01279 6.91401  C76 1.090
87 H -1.21356 -3.98784 10.50869  C81 1.088
88 H -1.76625 -5.27166 9.39461  C81 1.089
89 H -2.86434 -4.61690 10.62119  C81 1.087
90 C 5.47563 -9.68355 -4.43252  C91 1.514, H97 1.091, H98 1.090, H99 1.090
91 C 4.39122 -8.87418 -3.75314  C90 1.514, O92 1.436, H100 1.089, H101 1.090
92 O 3.61083 -8.13810 -4.70833  C91 1.436, C93 1.335
93 C 2.68157 -8.84445 -5.35534  O92 1.335, O94 1.202, O95 1.338
94 O 2.43458 -10.01018 -5.19580  C93 1.202
95 O 2.07512 -8.02798 -6.22504  C93 1.338, C96 1.430
96 C 1.10096 -8.67404 -7.04807  O95 1.430, H102 1.088, H103 1.089, H104 1.087
97 H 6.08465 -9.04343 -5.07253  C90 1.091
98 H 6.11897 -10.15874 -3.69225  C90 1.090
99 H 5.04686 -10.46036 -5.06508  C90 1.090
100 H 4.84058 -8.13225 -3.09484  C91 1.089
101 H 3.74603 -9.50479 -3.14144  C91 1.090
102 H 0.37962 -9.22398 -6.44701  C96 1.088
103 H 1.59149 -9.34049 -7.75582  C96 1.089
104 H 0.58118 -7.89422 -7.59924  C96 1.087


Record 2
Below is a cluster of 7 separate species, C28H51FIN2O18 in total at a distorted geometry, with properties calculated with ωB97M-V/def2-TZVPD.

Values from the calculation:
energy relative to the best compared isomer or geometry (same formula, charge and spin)	0.000	eV
DFT total energy	-2958.6408	Ha
charge	+1
gap between HOMO and LUMO	7.252	eV
HOMO level	-12.0	eV

Each atom is followed by the atoms it is bonded to, with distances in Å.
Cartesian coordinates (Å):
1 C -0.36475 2.03813 -0.61426  C2 1.576, H15 1.127, H16 1.122, H17 1.118
2 C -1.18142 2.22533 -1.94908  C1 1.576, N3 1.490, H18 1.117, H19 1.128
3 N -1.70500 3.61992 -1.99481  C2 1.490, C4 1.403, H20 1.018
4 C -3.08971 3.71634 -1.79353  N3 1.403, C5 1.468, C13 1.486
5 C -3.88306 2.76646 -1.00340  C4 1.468, C6 1.471, H21 1.112
6 C -5.33299 2.92585 -0.81700  C5 1.471, C7 1.560, C10 1.442
7 C -6.07985 1.84063 0.01761  C6 1.560, C8 1.594, H22 1.122, H23 1.123
8 C -6.52813 0.71479 -1.01837  C7 1.594, F9 1.418, H24 1.126, H25 1.115
9 F -7.69904 1.18900 -1.66348  C8 1.418
10 C -5.94946 4.08681 -1.41025  C6 1.442, N11 1.388, H26 1.117
11 N -5.20601 5.00645 -2.13774  C10 1.388, I12 2.076, C13 1.386
12 I -6.29843 6.62046 -2.85271  N11 2.076
13 C -3.84544 4.86398 -2.36036  C4 1.486, N11 1.386, C14 1.561
14 C -3.17929 5.98761 -3.21584  C13 1.561, H27 1.120, H28 1.127, H29 1.119
15 H 0.61583 2.58252 -0.72556  C1 1.127
16 H -0.08470 0.96051 -0.47182  C1 1.122
17 H -0.89015 2.44741 0.28382  C1 1.118
18 H -1.93798 1.42803 -2.15020  C2 1.117
19 H -0.42578 2.14906 -2.78277  C2 1.128
20 H -1.39617 4.09267 -2.84126  N3 1.018
21 H -3.40561 1.88249 -0.52575  C5 1.112
22 H -6.97970 2.33689 0.46733  C7 1.122
23 H -5.39006 1.41414 0.79428  C7 1.123
24 H -5.72139 0.70345 -1.80411  C8 1.126
25 H -6.67459 -0.28144 -0.54015  C8 1.115
26 H -7.04873 4.23628 -1.27747  C10 1.117
27 H -3.74847 6.20922 -4.15511  C14 1.120
28 H -3.12005 6.90215 -2.55987  C14 1.127
29 H -2.13910 5.72822 -3.53666  C14 1.119
30 C 0.26853 -1.14441 3.41836  O31 1.431, H36 1.089, H37 1.090, H38 1.091
31 O -0.39734 -0.15113 2.63246  C30 1.431, C32 1.334
32 C -1.52755 0.31964 3.16253  O31 1.334, O33 1.201, O34 1.343
33 O -2.01480 -0.01221 4.20878  C32 1.201
34 O -2.02428 1.23179 2.31132  C32 1.343, C35 1.424
35 C -3.24581 1.83688 2.72462  O34 1.424, H39 1.090, H40 1.092, H41 1.090
36 H 1.16542 -1.44284 2.87850  C30 1.089
37 H 0.56646 -0.74188 4.38662  C30 1.090
38 H -0.36529 -2.02244 3.54726  C30 1.091
39 H -3.11686 2.37912 3.66160  C35 1.090
40 H -4.03207 1.08541 2.81874  C35 1.092
41 H -3.53525 2.54794 1.95048  C35 1.090
42 C 0.86567 -2.07448 -0.10364  O43 1.424, H48 1.089, H49 1.091, H50 1.091
43 O 2.13456 -2.70323 -0.25194  C42 1.424, C44 1.340
44 C 2.86499 -2.22015 -1.26559  O43 1.340, O45 1.206, O46 1.334
45 O 2.53277 -1.33673 -2.01689  C44 1.206
46 O 4.02018 -2.88618 -1.29803  C44 1.334, C47 1.429
47 C 4.90774 -2.47376 -2.33900  O46 1.429, H51 1.090, H52 1.090, H53 1.088
48 H 0.35808 -2.53846 0.74026  C42 1.089
49 H 0.98568 -1.01083 0.10798  C42 1.091
50 H 0.25635 -2.22394 -0.99646  C42 1.091
51 H 5.18600 -1.42669 -2.21522  C47 1.090
52 H 4.45621 -2.63898 -3.31778  C47 1.090
53 H 5.80661 -3.08267 -2.26458  C47 1.088
54 C 1.76621 -4.25953 8.54342  O55 1.428, H60 1.088, H61 1.091, H62 1.090
55 O 1.10866 -3.27084 7.74931  C54 1.428, C56 1.341
56 C -0.02554 -2.79773 8.28718  O55 1.341, O57 1.202, O58 1.339
57 O -0.50169 -3.13342 9.33857  C56 1.202
58 O -0.53394 -1.88631 7.44759  C56 1.339, C59 1.429
59 C -1.75463 -1.29297 7.89353  O58 1.429, H63 1.091, H64 1.090, H65 1.089
60 H 2.66421 -4.56528 8.00967  C54 1.088
61 H 2.06002 -3.84539 9.50872  C54 1.091
62 H 1.12725 -5.13277 8.67773  C54 1.090
63 H -1.60420 -0.76126 8.83383  C59 1.091
64 H -2.53381 -2.04836 7.99923  C59 1.090
65 H -2.06861 -0.57616 7.13631  C59 1.089
66 C 0.10964 2.81592 -8.79263  O67 1.428, H72 1.088, H73 1.091, H74 1.090
67 O -0.15545 1.61548 -8.06531  C66 1.428, C68 1.337
68 C 0.56645 1.47905 -6.94795  O67 1.337, O69 1.204, O70 1.339
69 O 1.38316 2.25991 -6.53231  C68 1.204
70 O 0.22158 0.32089 -6.37149  C68 1.339, C71 1.429
71 C 0.92006 0.03824 -5.15779  O70 1.429, H75 1.091, H76 1.090, H77 1.089
72 H -0.53062 2.81500 -9.67279  C66 1.088
73 H -0.12973 3.69256 -8.18945  C66 1.091
74 H 1.14928 2.84646 -9.11934  C66 1.090
75 H 0.71411 0.80280 -4.40787  C71 1.091
76 H 1.99175 -0.04315 -5.33934  C71 1.090
77 H 0.56168 -0.91876 -4.78196  C71 1.089
78 C 0.62769 -2.41246 -7.84322  O79 1.428, H84 1.086, H85 1.090, H86 1.091
79 O 1.76030 -3.20080 -7.47639  C78 1.428, C80 1.339
80 C 2.40323 -3.75365 -8.51324  O79 1.339, O81 1.203, O82 1.338
81 O 2.10521 -3.63611 -9.67288  C80 1.203
82 O 3.43394 -4.45859 -8.03333  C80 1.338, C83 1.428
83 C 4.21567 -5.10898 -9.03591  O82 1.428, H87 1.090, H88 1.090, H89 1.089
84 H 0.18918 -2.01811 -6.93094  C78 1.086
85 H 0.92934 -1.57436 -8.47215  C78 1.090
86 H -0.12001 -3.02445 -8.34945  C78 1.091
87 H 4.65951 -4.37800 -9.71247  C83 1.090
88 H 3.61084 -5.82771 -9.58958  C83 1.090
89 H 5.01684 -5.64582 -8.53109  C83 1.089
90 C 2.47805 -0.64881 8.65242  O91 1.427, H96 1.086, H97 1.092, H98 1.091
91 O 3.79438 -0.94757 8.18884  C90 1.427, C92 1.339
92 C 4.76993 -0.56469 9.02240  O91 1.339, O93 1.203, O94 1.338
93 O 4.61893 -0.01389 10.08146  C92 1.203
94 O 5.94170 -0.90203 8.47133  C92 1.338, C95 1.428
95 C 7.08062 -0.55125 9.25758  O94 1.428, H99 1.090, H100 1.090, H101 1.089
96 H 1.77452 -1.00113 7.90404  C90 1.086
97 H 2.27359 -1.16814 9.59044  C90 1.092
98 H 2.34663 0.42771 8.77085  C90 1.091
99 H 7.05811 -1.06550 10.21887  C95 1.090
100 H 7.13213 0.52861 9.40039  C95 1.090
101 H 7.96713 -0.87188 8.71325  C95 1.089